[1]
Density functional theory data (wB97M-V/def2-TZVPD) for a gas-phase ion, C7H9N2O (charge +1).

Structure (ORCA input):
```
! wB97M-V def2-TZVPD RIJCOSX def2/J DEFGRID3
* xyz 1 1
O -0.530 2.104 -0.856
N -2.056 1.040 0.488
N 1.287 0.051 -1.182
C -0.856 1.152 -0.274
C -0.783 -1.350 -0.550
C -2.612 -0.102 0.481
C -2.125 -1.289 -0.175
C 1.903 0.869 1.226
C 1.381 -0.266 0.278
C 0.062 -0.123 -0.328
H -2.787 -2.159 -0.292
H 1.335 0.983 -1.552
H 1.411 0.666 2.097
H 1.995 -1.197 0.255
H -0.395 -2.214 -0.968
H -3.351 -0.173 1.258
H 1.577 -0.532 -2.004
H 2.970 0.788 1.364
H 1.573 1.754 0.735
*
```

Results
HOMO	-14.2003	eV
lowest unoccupied orbital energy	-0.18115	hartree
SMILES string	C[C@@H]1[NH2+][C@@]12C=CC=NC2=O
HOMO-LUMO gap	9.27	eV

The computed natural (NBO) charges, all in e, follow:
1 O -0.4774
2 N -0.4123
3 N -0.5427
4 C 0.6757
5 C -0.1444
6 C 0.1428
7 C -0.2226
8 C -0.5959
9 C 0.0123
10 C -0.0362
11 H 0.2613
12 H 0.4508
13 H 0.2402
14 H 0.2596
15 H 0.2323
16 H 0.2220
17 H 0.4571
18 H 0.2482
19 H 0.2291



[2]
Density functional theory data (wB97M-V/def2-TZVPD) for a molecular structure, C21H25IrN4O5.

Structure (ORCA input):
```
! wB97M-V def2-TZVPD RIJCOSX def2/J DEFGRID3
* xyz 1 2
Ir -0.036 -0.330 0.096
O -2.253 -0.238 -0.091
O -0.528 -2.310 -1.227
O 0.176 -2.655 0.731
O 0.515 0.107 -2.091
O 0.008 -4.295 -0.635
N -0.421 1.886 0.415
N 2.236 -0.563 0.015
N 0.196 -0.090 2.497
N -0.126 -3.137 -0.388
C 1.332 -0.925 2.905
C -2.951 0.645 -0.652
C -1.368 2.548 -0.143
C 0.490 -1.307 -3.955
C 1.014 -0.884 -2.683
C 3.086 -0.097 1.078
C 0.722 2.609 0.907
C -5.028 1.216 -1.815
C 2.755 -0.506 2.529
C 2.042 -3.142 -4.058
C 2.627 -2.737 -2.874
C -4.208 0.284 -1.247
C -2.580 2.047 -0.701
C 1.058 2.324 2.391
C 0.962 -2.420 -4.587
C 2.740 -1.318 -0.897
C -4.656 2.569 -1.842
C -3.454 2.961 -1.295
C 0.192 1.262 3.069
C -1.028 -0.771 2.940
C 2.125 -1.659 -2.143
H -1.081 -0.804 4.034
H 1.572 2.326 0.279
H 0.496 -2.757 -5.501
H 3.054 0.994 1.001
H -4.481 -0.760 -1.211
H 3.091 0.305 3.177
H 1.321 -1.015 4.002
H -5.976 0.916 -2.238
H 4.123 -0.405 0.887
H 0.564 3.689 0.781
H 0.899 3.242 2.958
H -0.839 1.622 3.043
H 3.465 -3.288 -2.472
H -0.348 -0.747 -4.341
H 3.739 -1.741 -0.749
H -5.314 3.300 -2.288
H -3.177 4.007 -1.306
H 0.492 1.202 4.125
H -1.041 -1.792 2.566
H 2.413 -4.015 -4.572
H -1.264 3.634 -0.222
H -1.909 -0.256 2.560
H 2.113 2.084 2.486
H 3.369 -1.375 2.775
H 1.143 -1.916 2.490
*
```

Results
expectation value of S²	0.811
HOMO (spin up / spin down)	-10.7306 / -10.7594	eV
lowest unoccupied orbital energy (spin up / spin down)	-0.21088 / -0.21823	hartree
HOMO-LUMO gap (spin up / spin down)	4.99 / 4.82	eV

The computed natural (NBO) charges, all in e, follow:
1 Ir 1.5307
2 O -0.6779
3 O -0.4254
4 O -0.5049
5 O -0.5907
6 O -0.3234
7 N -0.4778
8 N -0.4649
9 N -0.3869
10 N 0.7280
11 C -0.2463
12 C 0.4317
13 C 0.2266
14 C -0.1975
15 C 0.3969
16 C -0.2336
17 C -0.2346
18 C -0.1360
19 C -0.4262
20 C -0.2197
21 C -0.1298
22 C -0.2508
23 C -0.2816
24 C -0.4268
25 C -0.1590
26 C 0.2016
27 C -0.2719
28 C -0.1105
29 C -0.2336
30 C -0.4360
31 C -0.2334
32 H 0.2071
33 H 0.2083
34 H 0.2321
35 H 0.2036
36 H 0.2261
37 H 0.2200
38 H 0.2138
39 H 0.2290
40 H 0.2177
41 H 0.2167
42 H 0.2404
43 H 0.2249
44 H 0.2192
45 H 0.2270
46 H 0.2067
47 H 0.2286
48 H 0.2128
49 H 0.2206
50 H 0.2395
51 H 0.2323
52 H 0.2066
53 H 0.2332
54 H 0.2133
55 H 0.2393
56 H 0.2452



[3]
Density functional theory data (wB97M-V/def2-TZVPD) for a single C5H8N2 molecule.

Structure (ORCA input):
```
! wB97M-V def2-TZVPD RIJCOSX def2/J DEFGRID3
* xyz 0 1
N -1.308 0.851 0.727
N -0.218 -1.845 -0.520
C -1.254 -0.459 1.280
C 1.017 -1.052 -0.758
C -0.307 1.130 -0.320
C -0.834 -1.396 0.449
C 1.009 0.350 -0.114
H -1.338 -0.598 2.350
H -2.235 1.159 0.455
H 1.827 0.900 -0.591
H 1.906 -1.620 -0.464
H 1.056 -0.929 -1.846
H -0.687 0.907 -1.331
H 1.239 0.317 0.958
H -0.100 2.207 -0.291
*
```

Results
HOMO	-8.2099	eV
lowest unoccupied orbital energy	0.03857	hartree
SMILES string	C1=CNCCCN=1
HOMO-LUMO gap	9.26	eV

The computed natural (NBO) charges, all in e, follow:
1 N -0.6027
2 N -0.4259
3 C -0.2351
4 C -0.2302
5 C -0.2219
6 C 0.3500
7 C -0.4411
8 H 0.2168
9 H 0.3706
10 H 0.2230
11 H 0.2053
12 H 0.1987
13 H 0.1735
14 H 0.2175
15 H 0.2016



[4]
Density functional theory data (wB97M-V/def2-TZVPD) for 5 unconnected molecules or ions with the total composition C43H57FO15.

Structure (ORCA input):
```
! wB97M-V def2-TZVPD RIJCOSX def2/J DEFGRID3
* xyz 0 1
F 4.295 1.830 -4.054
O 9.344 -0.119 -4.660
O -9.471 0.767 0.804
O 0.261 -3.781 0.802
O 5.042 2.269 0.030
O -4.621 -1.261 -1.825
O 7.420 -1.215 -5.072
O -1.574 -0.586 5.182
O -6.046 -1.052 -3.561
O 3.070 -1.847 1.777
O -6.033 0.484 -1.958
O -11.650 0.799 1.227
O -0.344 -2.453 4.905
O 0.434 -0.811 6.182
O 9.108 -2.215 -3.963
O -10.912 1.194 -0.868
C -1.445 -2.390 -0.151
C -0.598 -1.226 5.406
C 2.432 0.431 1.528
C -7.999 1.819 -2.464
C -0.354 4.553 1.367
C 8.515 -1.187 -4.615
C 3.330 -1.990 -1.138
C 5.003 1.591 -2.861
C 1.243 -4.252 5.298
C -6.846 1.031 -3.020
C 2.996 -0.865 1.068
C -2.898 1.043 0.054
C -2.084 3.470 -0.232
C -8.521 -0.115 2.863
C -0.867 3.297 0.675
C 4.260 -0.779 -2.999
C 1.454 -4.504 0.640
C 6.472 1.398 -3.206
C 4.116 1.487 0.044
C -11.014 0.245 2.389
C 1.042 -2.768 5.152
C -9.591 0.742 2.241
C 11.696 0.334 -4.241
C 10.451 -0.367 -3.769
C -5.481 -0.669 -2.393
C 0.862 1.742 2.768
C -7.209 -0.235 -3.766
C 2.477 2.843 1.376
C 3.465 -0.859 -0.349
C 0.699 4.245 2.470
C 4.012 0.319 -0.881
C -0.203 -3.236 -0.424
C 1.372 0.505 2.417
C 4.415 0.364 -2.216
C 2.991 1.604 1.016
C 3.726 -1.941 -2.469
C -1.323 -0.908 -0.556
C -1.810 0.083 0.528
C 1.380 2.923 2.232
C -2.405 2.136 -0.912
C 1.296 -1.938 6.393
C 10.491 -1.880 -3.791
C -10.702 0.946 0.275
H 0.233 4.267 3.453
H -1.516 1.773 -1.435
H 6.957 0.883 -2.378
H 0.069 5.236 0.629
H 10.875 -2.330 -2.879
H 0.910 -4.772 4.401
H -6.194 1.659 -3.635
H 0.971 -2.456 7.300
H -1.206 5.065 1.819
H 0.004 1.793 3.428
H 6.954 2.366 -3.331
H -1.881 -0.737 -1.475
H -11.516 0.588 3.289
H -3.700 0.469 -0.403
H 11.048 -2.257 -4.653
H -8.614 -0.096 3.949
H -11.069 -0.844 2.326
H 3.605 -2.819 -3.087
H -7.384 -0.092 -4.829
H 2.324 -1.607 6.505
H -8.067 -0.736 -3.312
H 2.239 -3.885 0.192
H -0.422 -4.055 -1.121
H -0.266 -0.710 -0.747
H -9.512 1.776 2.590
H 10.155 -0.009 -2.779
H 11.994 -0.028 -5.226
H -1.162 2.589 1.449
H -7.531 0.249 2.593
H 0.672 -4.639 6.143
H 1.469 5.017 2.446
H 2.300 -4.470 5.454
H -2.939 3.756 0.386
H 2.905 3.747 0.960
H 12.511 0.157 -3.539
H -8.647 1.188 -1.859
H 6.541 0.816 -4.120
H -3.343 1.539 0.925
H -3.171 2.298 -1.675
H 0.925 -0.403 2.799
H -0.943 0.646 0.874
H 4.553 -0.758 -4.039
H 1.309 -5.383 0.001
H 1.778 -4.834 1.624
H -1.900 4.241 -0.983
H -0.074 2.850 0.074
H -7.640 2.631 -1.832
H -8.591 2.246 -3.274
H -2.290 -2.836 -0.677
H -2.170 -0.480 1.391
H 4.871 2.473 -2.241
H 1.620 -2.381 4.307
H 0.601 -2.637 -0.872
H -1.653 -2.479 0.914
H -8.605 -1.146 2.519
H 2.915 -2.895 -0.717
H 11.529 1.407 -4.314
*
```

Results
HOMO	-9.1354	eV
lowest unoccupied orbital energy	-0.01538	hartree
SMILES string	COCCCCCCCCCCc1ccc2c(c1)C(=O)c1c(cccc1[C@@H](C)F)C2=O.C[C@@H]1COC(=O)O1.C[C@@H]1COC(=O)O1.C[C@@H]1COC(=O)O1.C[C@@H]1COC(=O)O1
HOMO-LUMO gap	8.72	eV

Löwdin atomic charge list, values in e, 99 entries:
1 F -0.0229
2 O 0.0791
3 O 0.0756
4 O -0.1863
5 O 0.1229
6 O 0.1557
7 O 0.1557
8 O 0.1552
9 O 0.0665
10 O 0.1207
11 O 0.0784
12 O 0.0671
13 O 0.0835
14 O 0.0559
15 O 0.0663
16 O 0.1578
17 C -0.1452
18 C -0.5802
19 C -0.0832
20 C -0.0143
21 C -0.1726
22 C -0.5705
23 C -0.0040
24 C -0.3120
25 C -0.0156
26 C -0.3203
27 C -0.2752
28 C -0.1956
29 C -0.2043
30 C -0.0179
31 C -0.2308
32 C 0.0059
33 C -0.1191
34 C -0.0108
35 C -0.2715
36 C -0.0878
37 C -0.3245
38 C -0.3251
39 C -0.0215
40 C -0.3276
41 C -0.5627
42 C -0.0206
43 C -0.0855
44 C 0.0501
45 C -0.0705
46 C -0.1349
47 C -0.0222
48 C -0.2237
49 C 0.0132
50 C -0.0952
51 C -0.0717
52 C -0.0274
53 C -0.1728
54 C -0.1902
55 C -0.2232
56 C -0.2013
57 C -0.0882
58 C -0.0902
59 C -0.5667
60 H 0.1137
61 H 0.1107
62 H 0.0940
63 H 0.1111
64 H 0.1387
65 H 0.0838
66 H 0.1572
67 H 0.1371
68 H 0.1099
69 H 0.1268
70 H 0.0858
71 H 0.1020
72 H 0.1385
73 H 0.0794
74 H 0.1389
75 H 0.0922
76 H 0.1391
77 H 0.1129
78 H 0.1379
79 H 0.1388
80 H 0.1405
81 H 0.0398
82 H 0.1215
83 H 0.0965
84 H 0.1589
85 H 0.1583
86 H 0.0908
87 H 0.0967
88 H 0.0908
89 H 0.0897
90 H 0.1094
91 H 0.0925
92 H 0.1120
93 H 0.1335
94 H 0.0914
95 H 0.0630
96 H 0.0660
97 H 0.1109
98 H 0.1005
99 H 0.1190